# 1
ORCA calculation (ωB97M-V/def2-TZVPD) on C33H30BF5GaPTe as an isolated structure.

Cartesian coordinates (Å):
Te: 1.362 -1.439 -2.128
Ga: 1.384 -0.699 1.851
P: 0.101 1.365 1.460
F: 2.737 -0.810 0.718
F: 1.029 -0.903 4.615
F: 2.459 -2.086 3.336
F: 3.254 -0.979 5.233
F: 2.569 0.143 3.300
C: 0.188 -0.922 -6.293
C: -0.134 4.478 4.118
C: 0.262 -1.322 -3.917
C: 1.189 -3.518 -1.854
C: -2.689 -1.445 2.359
C: 2.211 -5.695 -1.728
C: -1.080 1.624 -2.438
C: 2.316 -4.327 -1.940
C: 0.913 -1.050 -5.115
C: -2.618 1.305 2.080
C: -1.481 -0.846 1.999
C: -0.267 5.399 1.910
C: -3.831 -0.697 2.571
C: -1.464 0.552 1.860
C: 1.267 2.084 -0.964
C: -0.266 -1.710 1.775
C: -0.267 5.576 3.282
C: -1.188 -1.079 -6.283
C: -0.133 4.121 1.392
C: -1.844 -1.356 -5.092
C: 0.096 1.656 -0.331
C: -1.066 1.437 -1.067
C: 0.008 3.188 3.619
C: -0.042 -4.093 -1.549
C: -3.802 0.687 2.431
C: -1.123 -1.466 -3.913
C: -0.148 -5.462 -1.357
C: 0.010 3.014 2.230
C: 0.082 2.025 -3.080
C: 1.235 2.253 -2.344
C: 2.526 2.369 -0.200
C: 0.980 -6.264 -1.445
C: 0.149 2.044 4.569
B: 2.363 -0.994 4.237
H: 3.278 -3.890 -2.171
H: -0.303 -2.155 0.775
H: -1.964 1.098 -0.566
H: 0.703 -0.710 -7.220
H: 1.130 1.580 4.484
H: 2.363 3.115 0.582
H: -0.591 1.262 4.384
H: 0.026 2.381 5.596
H: -1.641 -1.645 -2.980
H: -1.751 -0.986 -7.202
H: 3.292 2.757 -0.870
H: -2.919 -1.478 -5.080
H: -0.138 4.618 5.191
H: -1.983 1.438 -3.003
H: -2.577 2.384 1.987
H: 1.989 -0.937 -5.129
H: -0.228 -2.520 2.504
H: -0.923 -3.469 -1.454
H: -4.692 1.276 2.604
H: -0.142 3.987 0.318
H: -0.376 6.243 1.243
H: 0.899 -7.331 -1.288
H: -1.110 -5.901 -1.130
H: 2.923 1.465 0.268
H: 3.094 -6.316 -1.791
H: -0.372 6.566 3.706
H: 2.140 2.569 -2.849
H: 0.094 2.151 -4.154
H: -2.717 -2.520 2.482
H: -4.751 -1.192 2.853

## Properties
Highest occupied orbital energy ... -7.9 eV
M ... 760.70 g mol⁻¹
Electronic energy ... -4334.15250 hartree
Orbital gap ... 0.301 Ha
LUMO energy ... 0.29 eV

# 2
ORCA calculation (ωB97M-V/def2-TZVPD) on a 2-piece molecular cluster, C33H30BF7O2S overall in a non-equilibrium geometry.

Cartesian coordinates (Å):
S: -3.554 -2.914 6.797
F: -6.407 3.579 3.919
F: -7.522 1.817 3.235
F: 3.251 2.919 0.362
F: -5.992 -2.072 2.177
F: 4.978 -1.245 -1.157
F: -4.163 2.293 1.985
F: -8.072 2.789 5.130
O: 1.021 -1.616 3.493
O: 0.301 -3.684 2.685
C: -2.041 -0.849 7.195
C: 1.804 1.025 0.293
C: -2.248 -4.145 8.991
C: -0.532 -0.585 1.288
C: -3.162 -1.226 6.444
C: 0.166 -4.527 4.955
C: 3.916 -0.480 -0.727
C: 1.107 -3.996 3.863
C: -7.008 2.436 4.353
C: -5.471 -0.727 5.613
C: -4.151 -0.308 5.914
C: 3.237 -2.477 3.794
C: 0.502 -1.101 0.540
C: -4.777 1.980 5.402
C: 1.654 -2.149 5.698
C: -2.388 -3.002 8.070
C: -5.055 0.097 1.900
C: -3.690 -1.748 2.739
C: -1.243 -1.479 2.271
C: -6.434 0.197 5.271
C: 1.782 -2.591 4.239
C: -3.820 1.059 5.775
C: -4.902 -1.235 2.279
C: -2.781 0.492 2.712
C: 2.077 -5.107 3.503
C: 2.690 -1.090 -0.550
C: -3.998 0.949 2.214
C: -2.561 -0.899 2.734
C: 4.140 0.871 -0.446
C: -1.640 -1.835 8.134
C: 1.631 -0.365 0.055
C: -6.048 1.525 5.057
C: 3.053 1.589 0.056
B: 0.117 -2.323 2.752
H: -2.779 1.367 5.907
H: -0.616 -3.797 5.229
H: -0.926 0.415 1.074
H: 3.365 -2.728 2.731
H: -4.520 3.033 5.323
H: -0.321 -5.440 4.589
H: 2.732 -5.329 4.360
H: -1.563 0.122 7.110
H: -5.730 -1.791 5.617
H: -3.597 -2.812 2.960
H: 0.727 -4.805 5.870
H: -5.973 0.471 1.454
H: -0.881 -1.696 8.889
H: 0.598 -2.121 6.010
H: 3.590 -1.451 3.954
H: 0.512 -2.158 0.245
H: 3.866 -3.138 4.408
H: 2.553 -2.150 -0.766
H: 2.695 -4.859 2.631
H: 2.073 -1.135 5.803
H: 5.113 1.329 -0.591
H: -1.988 1.211 2.911
H: -1.817 -5.028 8.505
H: 0.994 1.603 0.739
H: 2.210 -2.806 6.382
H: -1.585 -3.855 9.813
H: -3.221 -4.419 9.413
H: -1.582 -2.363 1.693
H: -7.466 -0.106 5.132
H: 1.505 -6.020 3.294

## Properties
Highest occupied orbital energy ... -8.0 eV
Energy above the lowest of the compared OMol25 structures with the same formula, charge and spin ... 0.000 eV
M ... 634.47 g mol⁻¹
Structure (SMILES) ... CC1(C)OB([C@H](/C=C/c2cc(F)cc(F)c2)c2cc(F)cc(F)c2)OC1(C)C.Cc1ccc(-c2ccc(C(F)(F)F)cc2)s1
Electronic energy ... -2548.10628 hartree
Orbital gap ... 0.283 Ha
LUMO energy ... -0.25 eV

# 3
ORCA calculation (ωB97M-V/def2-TZVPD) on C33H30ClF4N2O5Zn as an isolated structure.

Cartesian coordinates (Å):
Zn: 0.064 -0.267 -0.891
Cl: -0.513 -7.055 2.937
F: 1.300 -1.117 1.397
F: 4.565 -1.973 -1.974
F: 3.162 -1.437 3.251
F: 6.355 -2.313 -0.106
O: -1.658 -0.488 2.309
O: -0.074 1.253 0.723
O: 0.135 1.529 -1.811
O: -1.418 -1.041 0.168
O: 0.294 3.744 -1.739
N: -0.480 -1.169 -2.881
N: 1.801 -1.218 -1.252
C: -0.145 2.616 0.320
C: -2.665 2.331 0.583
C: -3.036 5.079 0.551
C: 2.564 -1.364 0.994
C: 0.839 3.406 1.186
C: -3.944 2.867 0.692
C: 3.523 -1.553 1.957
C: -4.135 4.238 0.678
C: -1.465 -4.557 3.364
C: -1.452 -1.312 1.416
C: -2.632 0.124 -2.711
C: -1.763 4.550 0.449
C: 1.699 4.387 0.706
C: -1.563 3.171 0.472
C: 5.102 -1.993 0.294
C: 0.856 3.116 2.550
C: -0.543 -3.609 0.918
C: -1.219 -2.755 1.780
C: 4.834 -1.870 1.639
C: 2.570 4.756 2.926
C: -0.724 -2.619 -2.898
C: 0.841 -0.894 -3.476
C: 4.149 -1.801 -0.689
C: 0.153 2.651 -1.212
C: -1.526 -0.415 -3.604
C: -0.785 -5.387 2.490
C: 2.558 5.053 1.574
C: -2.049 -3.053 -2.298
C: -0.312 -4.928 1.272
C: 1.710 3.780 3.413
C: -1.668 -3.233 3.005
C: 2.815 -1.441 -0.397
C: 1.996 -1.474 -2.667
H: -2.050 -4.139 -2.186
H: -4.790 2.198 0.787
H: 5.592 -2.010 2.393
H: -5.132 4.652 0.763
H: 0.233 -5.594 0.618
H: -2.892 -2.784 -2.934
H: -2.192 -2.604 -1.316
H: -1.943 -1.058 -4.393
H: -2.169 -2.547 3.673
H: 2.095 -2.550 -2.863
H: 0.943 0.190 -3.523
H: 3.226 5.808 1.180
H: 0.891 -1.297 -4.500
H: -0.173 -3.228 -0.025
H: -2.232 0.849 -2.005
H: -3.375 0.636 -3.325
H: 1.689 4.626 -0.346
H: -0.721 1.016 1.413
H: 1.708 3.529 4.466
H: -1.040 0.425 -4.101
H: 0.091 -3.089 -2.345
H: 0.202 2.351 2.947
H: 2.902 -1.009 -3.067
H: -3.128 -0.659 -2.146
H: -3.173 6.153 0.533
H: -0.648 -2.972 -3.941
H: -1.819 -4.941 4.311
H: 3.243 5.276 3.596
H: -2.550 1.256 0.583
H: -0.907 5.204 0.343

## Properties
Highest occupied orbital energy ... -4.9 eV
M ... 711.45 g mol⁻¹
Total charge ... -1
Electronic energy ... -4400.42197 hartree
Orbital gap ... 0.267 Ha
LUMO energy ... 2.41 eV

# 4
ORCA calculation (ωB97M-V/def2-TZVPD) on a 5-piece molecular cluster, C33H30ClN5O3 overall.

Cartesian coordinates (Å):
Cl: 5.183 7.858 -0.755
O: 4.745 1.071 -1.078
O: 1.231 4.124 -0.227
O: 4.010 2.935 3.697
N: -2.121 -5.360 -1.953
N: -0.492 0.321 -2.555
N: 4.135 2.768 -2.465
N: -3.694 0.127 4.280
N: 0.195 -1.373 1.350
C: -0.215 -0.471 2.241
C: -5.858 0.442 2.555
C: 5.542 6.185 1.334
C: -0.373 -0.744 3.591
C: -2.076 -1.632 -3.749
C: -3.787 -0.569 3.149
C: -1.894 -0.400 -4.359
C: -3.198 -7.021 -3.915
C: 2.249 3.709 0.282
C: 0.466 -2.598 1.796
C: -0.091 -2.023 4.040
C: 3.680 5.716 -0.136
C: 2.439 2.262 0.622
C: 4.157 4.283 1.750
C: -1.530 -6.502 -2.297
C: -1.456 -1.874 -2.534
C: 2.428 1.152 -1.666
C: 1.786 1.249 -0.255
C: -3.249 -5.046 -2.586
C: -1.096 0.537 -3.722
C: -4.841 -0.449 2.256
C: -4.680 0.980 4.553
C: 0.338 -2.973 3.125
C: 3.868 1.622 -1.704
C: -5.778 1.173 3.730
C: -3.828 -5.837 -3.567
C: 3.387 4.605 0.637
C: 3.801 3.051 2.510
C: 3.171 1.978 1.701
C: -0.678 -0.868 -1.979
C: -2.023 -7.363 -3.266
C: 5.231 5.081 2.108
C: 4.770 6.486 0.221
H: -2.691 -2.393 -4.215
H: -2.972 -1.256 2.952
H: -6.699 0.566 1.884
H: -0.185 -1.016 -1.023
H: -3.711 -4.110 -2.289
H: 0.569 -3.984 3.432
H: -1.572 -2.822 -2.024
H: 1.848 1.765 -2.353
H: -2.360 -0.168 -5.307
H: -0.206 -2.276 5.086
H: -4.748 -5.529 -4.045
H: -4.580 1.536 5.479
H: 4.921 2.647 -3.091
H: 1.841 0.273 0.218
H: -6.549 1.880 4.004
H: 2.406 0.127 -2.023
H: -4.858 -1.038 1.349
H: -1.496 -8.276 -3.504
H: -0.929 1.512 -4.168
H: 3.073 5.940 -1.000
H: -0.432 0.517 1.848
H: 5.822 4.831 2.977
H: 0.799 -3.312 1.050
H: -3.617 -7.666 -4.676
H: 3.339 0.959 2.027
H: -0.614 -6.738 -1.766
H: 3.327 3.053 -3.003
H: 6.392 6.805 1.581
H: -0.719 0.025 4.267
H: 0.748 1.531 -0.426

## Properties
Highest occupied orbital energy ... -9.2 eV
Energy above the lowest of the compared OMol25 structures with the same formula, charge and spin ... 0.581 eV
M ... 580.09 g mol⁻¹
Structure (SMILES) ... NC(=O)CCC1=CC(=O)c2ccc(Cl)cc2C1=O.c1ccncc1.c1ccncc1.c1ccncc1.c1ccncc1
Electronic energy ... -2235.19748 hartree
Orbital gap ... 0.318 Ha
LUMO energy ... -0.57 eV

# 5
ORCA calculation (ωB97M-V/def2-TZVPD) on C33H30CsFN7OPS as an isolated structure in a non-equilibrium geometry.

Cartesian coordinates (Å):
Cs: -1.181 -1.239 0.792
S: 1.230 -3.642 2.611
P: 1.601 -0.507 -1.907
F: -3.535 -4.830 -1.834
O: -3.825 -0.553 2.428
N: -3.932 -1.705 0.427
N: 0.616 -2.169 4.860
N: -6.130 -1.298 -0.085
N: -0.163 1.276 2.638
N: 0.674 -4.414 5.097
N: 0.490 -1.112 3.993
N: -4.803 -2.649 -1.543
C: 3.187 -0.522 1.867
C: 3.344 0.818 2.187
C: -2.174 2.537 -1.590
C: -0.392 0.867 -1.470
C: -1.605 1.340 -1.056
C: 2.972 1.798 1.273
C: 1.457 1.038 -2.911
C: 2.185 1.630 -3.904
C: 0.623 3.686 3.779
C: -0.276 2.795 -3.064
C: 4.556 -0.673 -2.189
C: 2.678 -0.877 0.623
C: 3.287 -1.018 -2.657
C: 0.798 -3.321 4.239
C: 0.744 0.020 4.516
C: 4.378 -2.249 -4.455
C: 0.484 1.291 3.806
C: 2.298 0.092 -0.302
C: 1.685 2.828 -4.489
C: 5.713 -1.103 -2.831
C: -0.062 3.672 2.575
C: 0.901 2.483 4.401
C: 2.444 1.435 0.042
C: 0.502 3.399 -4.091
C: -1.528 3.259 -2.563
C: -0.422 2.439 2.045
C: -4.937 -1.948 -0.460
C: -4.438 -0.978 1.452
C: 3.231 -1.821 -3.799
C: -7.431 -1.798 -0.433
C: 5.630 -1.893 -3.970
C: 0.232 1.621 -2.492
C: -5.930 -0.747 1.232
H: 2.580 -1.926 0.366
H: 0.940 4.621 4.227
H: -8.160 -0.984 -0.436
H: 2.146 2.205 -0.661
H: 4.294 -2.871 -5.340
H: 0.024 -4.244 5.850
H: -2.173 0.784 -0.309
H: 1.441 2.447 5.340
H: -0.925 2.380 1.088
H: 2.257 -2.117 -4.180
H: 4.645 -0.051 -1.305
H: 0.159 4.316 -4.562
H: -0.310 4.582 2.044
H: 6.530 -2.232 -4.470
H: -5.659 -2.662 -2.082
H: 2.259 3.305 -5.277
H: -6.506 -1.279 1.999
H: -7.782 -2.569 0.268
H: 3.723 1.100 3.163
H: 3.074 2.847 1.525
H: 3.123 1.209 -4.249
H: 6.683 -0.818 -2.438
H: 3.429 -1.304 2.576
H: -3.941 -3.945 -1.711
H: -3.141 2.881 -1.232
H: -7.426 -2.230 -1.431
H: -1.969 4.168 -2.961
H: 0.533 -5.271 4.589
H: 1.141 0.083 5.533
H: -6.168 0.318 1.291

## Properties
Highest occupied orbital energy ... -1.7 eV
Energy above the lowest of the compared OMol25 structures with the same formula, charge and spin ... 0.306 eV
M ... 755.60 g mol⁻¹
Total charge ... -2
Electronic energy ... -2593.67784 hartree
Orbital gap ... 0.206 Ha
LUMO energy ... 3.88 eV

# 6
ORCA calculation (ωB97M-V/def2-TZVPD) on C33H30DyN7O5S as an isolated structure in a non-equilibrium geometry.

Cartesian coordinates (Å):
Dy: -0.353 -0.433 -1.624
S: 1.992 -1.318 1.431
O: -1.926 -0.221 -2.917
O: 1.148 -1.862 -2.079
O: 2.449 0.325 5.098
O: -0.831 1.360 -0.572
O: -4.593 0.717 -3.229
N: -3.847 0.846 4.097
N: 0.661 0.262 -3.502
N: 1.905 -0.357 -3.692
N: -1.288 -1.198 0.446
N: 1.287 1.231 1.488
N: -3.127 0.621 5.085
N: 2.123 0.469 -0.529
C: 0.317 -0.548 5.804
C: -2.563 -1.495 2.888
C: 5.639 -3.681 -3.311
C: -2.530 -0.217 2.277
C: 0.202 1.015 -4.423
C: -0.886 1.429 4.265
C: 1.103 0.346 5.095
C: -1.974 -2.560 2.275
C: -3.231 0.907 2.788
C: 3.702 -3.022 -2.044
C: -2.574 2.170 0.839
C: -1.514 2.489 -5.354
C: 1.769 0.206 0.775
C: 3.069 -0.582 6.003
C: -1.683 0.520 4.971
C: 4.881 -3.753 -2.151
C: -2.814 2.896 -5.514
C: 2.353 1.841 -1.003
C: -1.181 1.485 -4.435
C: -2.191 0.838 -3.674
C: -3.344 2.019 2.013
C: -1.355 -2.365 1.036
C: 2.028 -1.426 -2.944
C: -3.518 1.288 -3.844
C: 4.058 -2.129 -4.255
C: -1.067 -0.433 5.757
C: -3.809 2.289 -4.745
C: -1.729 1.182 0.389
C: 3.292 -2.204 -3.094
C: 0.493 1.349 4.337
C: 5.224 -2.871 -4.364
C: -1.840 -0.099 1.055
C: -4.572 0.511 -1.815
H: -0.723 2.927 -5.955
H: -4.604 1.468 -1.289
H: 0.768 -1.326 6.408
H: 2.704 -0.434 7.022
H: -3.094 -1.619 3.825
H: 2.773 -0.215 -0.869
H: -5.471 -0.055 -1.581
H: -1.686 -1.117 6.328
H: 3.726 -1.483 -5.060
H: 5.201 -4.381 -1.325
H: 0.841 1.255 -5.273
H: 6.558 -4.250 -3.395
H: 1.409 2.354 -1.164
H: -0.900 -3.196 0.513
H: 0.892 2.026 1.007
H: 4.131 -0.369 5.967
H: -3.708 -0.044 -1.490
H: -1.340 2.235 3.705
H: 2.957 2.411 -0.296
H: 5.810 -2.821 -5.273
H: -3.075 3.665 -6.231
H: 1.126 2.069 3.826
H: 2.901 -1.619 5.702
H: -2.600 3.107 0.290
H: 2.873 1.778 -1.953
H: -2.005 -3.552 2.707
H: -3.959 2.842 2.368
H: 0.894 1.002 2.387
H: 3.096 -3.070 -1.145
H: -4.850 2.577 -4.855

## Properties
Highest occupied orbital energy (spin up / spin down) ... -8.0 / -7.9 eV
<S²> ... 9.336
Energy above the lowest of the compared OMol25 structures with the same formula, charge and spin ... 0.879 eV
M ... 799.21 g mol⁻¹
2S+1 ... 6
Electronic energy ... -3318.34974 hartree
Orbital gap (spin up / spin down) ... 0.276 / 0.275 Ha
LUMO energy (spin up / spin down) ... -0.46 / -0.46 eV